No. 1
Density functional theory data (ωB97M-V with the def2-TZVPD basis set) for a structure of composition C2H6N2S.

Summary:
LUMO level (eV): 0.4
HOMO-LUMO gap (eV): 9.20
Strongest force on any atom (hartree/bohr): 0.1552

Last column: Löwdin charge in e.
CARTESIAN COORDINATES (ANGSTROEM)
C  0.96365  -1.08654  -0.19942  -0.232
C  0.40033  1.08928  0.03322  -0.329
H  0.16464  -1.46141  0.57607  0.062
H  0.71189  -0.86255  -1.28181  0.119
H  1.80430  -1.77941  0.09170  0.085
H  0.82948  2.21404  -0.41526  0.178
H  -1.27473  2.06141  0.39125  0.203
H  -1.71966  -0.95036  1.15890  -0.059
N  1.30715  0.19302  0.00497  -0.101
N  -1.05100  0.90000  -0.21082  -0.585
S  -2.13605  -0.31748  -0.14881  0.660

Atoms 1-6, force components in eV/Å:
C -1.089 -4.055 1.146
C 1.503 0.619 -3.477
H 0.834 0.540 -2.186
H -0.265 -2.651 0.632
H -0.514 0.560 -1.325
H -1.801 -2.946 2.163

No. 2
Density functional theory data (ωB97M-V with the def2-TZVPD basis set) for a structure of composition C32H34I2N12OPPbS.

Summary:
Charge: +3
LUMO level (eV): -7.9
HOMO-LUMO gap (eV): 7.69
Strongest force on any atom (hartree/bohr): 0.0144

Last column: Löwdin charge in e.
CARTESIAN COORDINATES (ANGSTROEM)
Pb  0.07238  -0.59663  0.83536  1.442
C  5.19157  -3.74686  0.75708  0.003
N  3.74607  -3.48475  0.91348  -0.106
C  2.81214  -4.42985  1.25030  -0.020
C  1.61292  -3.78350  1.27462  -0.108
N  1.79872  -2.45677  0.95531  -0.071
C  3.10394  -2.29539  0.74100  -0.448
P  3.99684  -0.75722  0.29621  1.186
C  3.42352  0.30296  1.66103  -0.466
N  2.16799  0.45907  2.06007  -0.068
C  2.21941  1.15222  3.24582  -0.122
C  3.51925  1.43443  3.55410  -0.029
N  4.27655  0.89264  2.54991  -0.106
C  5.74938  0.98975  2.47450  0.007
C  2.91783  -0.24849  -1.08653  -0.451
N  1.58366  -0.20336  -1.14545  -0.059
C  1.25877  0.03132  -2.46520  -0.119
C  2.39794  0.13851  -3.20335  -0.024
N  3.43766  -0.03635  -2.32840  -0.109
C  4.86521  -0.04405  -2.70973  -0.001
H  5.37831  -4.79694  0.95215  0.101
H  5.76981  -3.15641  1.46254  0.092
H  5.51661  -3.51959  -0.25318  0.090
H  3.07485  -5.46101  1.44828  0.141
H  0.63887  -4.19494  1.50104  0.100
H  1.32832  1.37115  3.81711  0.105
H  3.96287  1.94445  4.39974  0.140
H  6.16432  0.92784  3.47343  0.103
H  6.04622  1.93428  2.03011  0.102
H  6.14860  0.18037  1.87871  0.064
H  0.23694  0.07574  -2.80978  0.083
H  2.54686  0.32102  -4.26248  0.141
H  4.95068  0.25753  -3.74803  0.100
H  5.28790  -1.03873  -2.60037  0.092
H  5.43099  0.65134  -2.09666  0.091
N  -1.03492  3.94010  -2.12522  0.113
C  -1.33810  2.90326  -1.29330  -0.505
S  -1.54455  3.79628  0.41503  1.202
N  -1.46047  1.71649  -1.61087  0.061
N  -1.61794  0.46271  -1.08671  0.012
C  -2.42283  -0.31820  -1.74345  -0.153
C  -3.26986  0.10596  -2.90466  -0.190
C  -4.64720  -0.10673  -2.86265  -0.052
C  -5.45682  0.25399  -3.92664  -0.044
C  -4.90364  0.82609  -5.06049  -0.043
C  -3.53355  1.05705  -5.11663  -0.051
C  -2.72276  0.70820  -4.04567  -0.038
C  -2.51490  -1.75290  -1.28333  -0.218
C  -3.21715  -2.68962  -2.03116  0.024
C  -3.33130  -3.99674  -1.56714  -0.001
C  -2.76076  -4.33304  -0.35821  -0.012
C  -2.04588  -3.35380  0.31481  -0.130
N  -1.89820  -2.11035  -0.13778  -0.017
H  -1.17252  4.89587  -1.83825  0.096
H  -1.06903  3.76630  -3.11697  0.124
H  -5.10160  -0.52991  -1.97248  0.115
H  -6.52636  0.08733  -3.87052  0.122
H  -5.53247  1.08625  -5.90423  0.122
H  -3.09276  1.51037  -5.99794  0.117
H  -1.65791  0.86605  -4.12723  0.098
H  -3.65693  -2.41482  -2.97822  0.125
H  -3.86981  -4.73578  -2.15140  0.133
H  -2.84621  -5.33433  0.05229  0.128
H  -1.58775  -3.56864  1.27941  0.111
N  -3.95899  -0.97394  4.13847  0.198
C  -3.42696  -0.72536  2.93064  -0.643
O  -2.20359  -0.59215  2.77395  -0.128
C  -4.42602  -0.70009  1.78943  -0.551
I  -5.05611  1.28182  1.31033  0.848
H  -3.35716  -1.04839  4.94094  0.129
H  -4.94463  -1.08794  4.28127  0.120
H  -5.34453  -1.22567  2.02993  0.052
H  -3.97174  -1.10540  0.89542  0.014
I  2.10603  6.09939  0.97413  1.025
C  0.73106  4.82700  1.85343  -0.764
C  0.26757  4.96849  3.10017  -0.089
C  -0.63359  3.97336  3.65844  -0.015
C  -1.05862  2.93216  2.93831  -0.132
N  -0.66913  2.76826  1.57633  -0.235
C  0.24085  3.73358  1.03515  -0.446
H  0.60571  5.78860  3.72393  0.124
H  -0.90906  4.04262  4.70373  0.133
H  -1.66578  2.13303  3.33635  0.116
H  0.87499  3.35937  0.23652  0.114

Atoms 1-6, force components in eV/Å:
Pb -0.041 0.110 0.275
C -0.255 0.086 0.070
N 0.246 0.018 -0.059
C 0.206 0.156 -0.031
C -0.159 0.288 -0.059
N 0.006 -0.295 0.005

No. 3
Density functional theory data (ωB97M-V with the def2-TZVPD basis set) for a cluster of 2 separate species, C4H6NO in total.

Summary:
Charge: +1
LUMO level (alpha / beta) (eV): -5.2 / -8.0
HOMO-LUMO gap (alpha / beta) (eV): 10.61 / 6.87
Strongest force on any atom (hartree/bohr): 0.0529

Last column: Löwdin charge in e.
CARTESIAN COORDINATES (ANGSTROEM)
C  -0.08158  1.40399  0.37067  0.314
C  2.13215  -0.31523  0.84822  0.094
C  1.03857  0.45171  0.19675  -0.367
C  -1.45742  -0.68141  -0.47204  0.036
N  -0.45006  0.24487  0.00954  0.071
O  2.00932  0.04414  -0.58352  0.128
H  -2.50879  2.77387  -0.81186  0.094
H  2.96900  0.28982  1.28426  0.159
H  1.75918  -1.36690  0.97307  0.153
H  -2.45613  -0.45776  -0.18767  0.102
H  -1.26615  -1.67941  -0.12308  0.111
H  -1.68811  -0.70768  -1.50434  0.105

Atoms 1-6, force components in eV/Å:
C -0.644 -0.953 -0.994
C -1.413 0.459 -0.353
C 2.161 -1.064 1.266
C -0.372 -0.804 0.548
N -0.740 1.172 -0.189
O -0.663 0.643 -1.062

Question: Which of these has the lowest strongest force on any atom?
Answer: C32H34I2N12OPPbS

Copy entry 1 word for word.
Density functional theory data (ωB97M-V with the def2-TZVPD basis set) for a structure of composition C2H6N2S.

Summary:
LUMO level (eV): 0.4
HOMO-LUMO gap (eV): 9.20
Strongest force on any atom (hartree/bohr): 0.1552

Last column: Löwdin charge in e.
CARTESIAN COORDINATES (ANGSTROEM)
C  0.96365  -1.08654  -0.19942  -0.232
C  0.40033  1.08928  0.03322  -0.329
H  0.16464  -1.46141  0.57607  0.062
H  0.71189  -0.86255  -1.28181  0.119
H  1.80430  -1.77941  0.09170  0.085
H  0.82948  2.21404  -0.41526  0.178
H  -1.27473  2.06141  0.39125  0.203
H  -1.71966  -0.95036  1.15890  -0.059
N  1.30715  0.19302  0.00497  -0.101
N  -1.05100  0.90000  -0.21082  -0.585
S  -2.13605  -0.31748  -0.14881  0.660

Atoms 1-6, force components in eV/Å:
C -1.089 -4.055 1.146
C 1.503 0.619 -3.477
H 0.834 0.540 -2.186
H -0.265 -2.651 0.632
H -0.514 0.560 -1.325
H -1.801 -2.946 2.163